Record 1
Entry from the OMol25 dataset: a 2-piece molecular cluster, Cl2HNS overall (wB97M-V/def2-TZVPD).

## Properties
HOMO (spin up / spin down), eV: -9.5 / -10.0
Charge: 0

Last column: Mulliken charge in e.
CARTESIAN COORDINATES (ANGSTROEM)
N -1.023 0.125 0.247  -0.10
S 1.824 -0.201 0.406  -0.14
Cl -1.383 -0.156 -1.395  0.04
Cl -1.371 1.674 0.780  0.05
H 1.953 -1.442 -0.038  0.14


Record 2
Entry from the OMol25 dataset: a 2-piece molecular cluster, C17H24ClN3O2 overall in a non-equilibrium geometry (wB97M-V/def2-TZVPD).

## Properties
HOMO, eV: -6.8
Charge: 0

Last column: Mulliken charge in e.
CARTESIAN COORDINATES (ANGSTROEM)
C 0.015 3.298 2.175  -0.89
C -0.462 2.505 0.829  -0.55
H -1.484 2.292 0.705  0.47
H -0.087 3.132 -0.080  0.17
O 0.111 1.462 0.771  -0.21
C 0.145 0.666 -0.155  0.74
O -0.509 0.993 -0.984  -0.49
C 0.975 -0.653 -0.210  0.61
N 2.268 -0.636 0.073  -0.86
N 2.905 0.479 0.270  -0.07
C 2.984 1.565 -0.465  0.20
C 2.404 1.731 -1.847  0.02
C 2.012 3.006 -2.451  -1.63
C 2.652 3.990 -1.822  -0.18
C 3.111 4.103 -0.669  -0.16
C 3.298 2.904 0.265  0.25
Cl 3.813 2.926 1.836  -0.18
H 3.495 5.007 0.003  0.17
H 2.494 4.874 -2.460  0.26
H 1.854 2.842 -3.310  0.86
H 1.998 0.824 -2.273  0.47
H 3.696 0.503 1.232  0.29
N 0.436 -1.953 -0.267  0.12
C 1.205 -3.113 0.114  -1.25
H 1.008 -3.831 -1.141  0.17
H 2.094 -2.890 0.014  0.77
H 0.643 -3.450 0.962  0.22
C -1.035 -2.062 -0.363  -0.10
C -1.588 -3.136 -0.865  -0.38
H -1.383 -4.107 -0.358  0.45
C -3.108 -3.194 -1.133  -1.26
C -3.783 -2.977 0.247  -1.37
C -3.197 -1.884 1.102  -1.90
C -1.765 -1.776 1.170  -1.41
H -1.387 -2.693 1.737  0.33
H -1.173 -1.160 1.623  1.35
H -3.666 -1.779 1.946  0.87
H -3.446 -0.998 0.824  0.78
H -3.455 -3.972 0.911  0.23
H -4.656 -3.004 0.348  1.08
H -3.619 -4.065 -1.386  0.43
H -3.272 -2.253 -1.418  0.55
H -1.186 -3.153 -1.947  0.22
H -1.545 -0.959 -0.763  0.08
H 1.205 3.532 2.062  0.04
H -0.589 4.266 2.101  0.37
H -0.423 2.803 3.048  0.35


Record 3
Entry from the OMol25 dataset: a 2-piece molecular cluster, C7H14N2 overall in a non-equilibrium geometry (wB97M-V/def2-TZVPD).

## Properties
Structure (SMILES): Cc1c[nH]cn1.CCC
HOMO, eV: -8.7
Charge: 0

Last column: Mulliken charge in e.
CARTESIAN COORDINATES (ANGSTROEM)
C -0.110 -2.487 0.738  -0.12
C -1.339 -2.521 1.654  -1.18
C 0.814 -1.346 1.082  -1.02
H 0.373 -3.460 0.824  0.30
H -0.447 -2.350 -0.285  0.24
H -1.774 -1.538 1.865  0.30
H 1.663 -1.259 0.398  0.29
H 0.317 -0.377 0.945  0.15
H -1.092 -2.933 2.631  0.32
H -2.139 -3.139 1.244  0.33
H 1.175 -1.302 2.110  0.39
C 1.683 1.106 -2.055  -0.98
C -0.363 3.326 -0.150  -0.23
C 0.561 1.852 -1.391  0.70
C -0.661 1.358 -1.064  -0.66
N 0.742 3.085 -0.786  -0.63
N -1.253 2.291 -0.251  -0.08
H -0.558 4.197 0.462  0.40
H -2.233 2.445 -0.074  0.24
H -1.152 0.435 -1.345  0.42
H 2.496 1.029 -1.335  0.25
H 1.949 1.517 -3.031  0.32
H 1.350 0.071 -2.184  0.25


| no. | DFT total energy (Ha) |
| --- | --- |
| 1 | -1373.7597 |
| 2 | -1436.4296 |
| 3 | -384.6250 |